Here is a molecular structure, C20H14BrF6N3O4PdS2Se from OMol25. Energies are from ωB97M-V with the def2-TZVPD basis set.

Computed properties:
Orbital gap (alpha / beta): 0.255 / 0.188 hartree
Total charge: +2
ΔE to the lowest compared entry with this formula, charge and spin: 0.0000 eV
Spin multiplicity: 5
Total energy: -7733.9805 hartree
HOMO energy (alpha / beta): -14.6 / -15.3 eV

Last column: Mulliken spin population.
CARTESIAN COORDINATES (ANGSTROEM)
Pd 0.28389 -0.15159 -0.87564  1.295
Br 3.90541 2.73746 5.12017  0.222
C 2.74842 1.89226 4.00441  0.229
C 1.52387 1.38358 4.52693  0.081
C 0.66566 0.73182 3.69696  0.022
C 1.00014 0.55941 2.32509  0.221
C 2.19494 1.12150 1.80241  0.027
C 3.06757 1.76116 2.62889  0.054
N 0.17976 -0.11774 1.43685  0.061
C -0.60627 -1.05889 1.84255  0.041
C -1.48924 -1.74703 0.91687  0.035
C -2.34671 -2.73779 1.36085  0.038
C -3.16795 -3.37220 0.42984  -0.012
C -3.08758 -2.99521 -0.89306  0.040
C -2.18683 -1.99324 -1.26724  -0.004
N -1.41932 -1.38438 -0.38224  0.137
H 1.29145 1.52741 5.57303  0.001
H -0.27733 0.36926 4.08207  0.000
H 2.40939 1.01237 0.74718  0.011
H 3.99577 2.16852 2.25241  0.001
H -0.61255 -1.39831 2.87693  0.002
H -2.36971 -3.01430 2.40658  0.002
H -3.84803 -4.15265 0.74225  0.000
H -3.69781 -3.47067 -1.64796  0.001
H -2.07218 -1.69030 -2.30001  -0.001
F 0.31309 -2.88503 -5.17723  0.000
C 1.51715 -2.67671 -4.66445  0.008
F 2.15163 -1.74655 -5.34542  0.000
F 2.20923 -3.79604 -4.64226  0.002
S 1.26409 -2.11029 -2.92186  -0.001
O 0.49463 -0.84113 -3.02075  0.075
O 0.60699 -3.12701 -2.15917  0.004
N 2.76731 -1.81900 -2.51361  0.004
S 2.96236 -1.01017 -1.19801  -0.001
O 2.56624 0.40869 -1.30918  0.046
O 2.37488 -1.61151 -0.01398  0.014
C 4.79432 -1.00971 -0.99208  0.004
F 5.03204 -0.29168 0.10841  0.000
F 5.22229 -2.24105 -0.82541  0.000
F 5.37034 -0.44609 -2.02973  0.000
Se -0.56559 1.93726 -1.95861  1.092
C -1.96815 2.67832 -1.00966  0.039
C -2.52521 2.07412 0.12951  0.053
C -3.57431 2.68944 0.77664  -0.035
C -4.07418 3.90236 0.29917  0.131
C -3.52741 4.50390 -0.82924  -0.042
C -2.47608 3.89962 -1.49066  0.089
H -2.13501 1.12869 0.48203  0.015
H -4.01732 2.23207 1.65109  0.001
H -4.89948 4.37762 0.81237  0.004
H -3.92371 5.44173 -1.19276  0.001
H -2.04493 4.35768 -2.37128  -0.006

Forces on the atoms, in the same order (eV/Å):
0.1 0.1 0.1
0.1 0.0 0.1
0.0 0.0 0.0
0.0 0.0 -0.1
0.0 0.0 0.0
0.0 0.0 0.0
0.0 0.0 0.0
0.0 0.0 0.0
0.0 0.1 0.0
0.0 0.0 -0.1
0.0 0.0 0.0
0.0 0.0 0.0
0.0 0.0 0.0
0.0 0.0 0.0
0.0 0.0 0.0
0.0 0.0 0.0
0.0 0.0 0.0
0.0 0.0 0.0
0.0 0.0 0.0
0.0 0.0 0.0
0.0 0.0 0.0
0.0 0.0 0.0
0.0 0.0 0.0
0.0 0.0 0.0
0.0 0.0 0.0
0.0 0.0 0.0
-0.1 0.0 0.0
0.0 0.0 0.0
0.0 0.0 0.0
0.1 0.3 0.0
0.1 -0.3 0.1
0.0 -0.1 -0.2
-0.1 0.0 0.1
-0.1 0.1 0.0
0.0 -0.1 0.0
0.0 0.0 0.0
0.0 0.0 0.0
0.0 0.0 0.0
0.0 0.0 0.0
0.0 0.0 0.0
0.1 0.0 -0.1
0.0 0.0 0.0
-0.1 0.0 0.0
0.0 0.0 0.0
0.0 0.0 0.0
0.0 0.0 0.0
-0.1 0.0 0.1
0.0 0.0 0.0
0.0 0.0 0.0
0.0 0.0 0.0
0.0 0.0 0.0
0.0 0.0 0.0